1.
DFT (ωB97M-V/def2-TZVPD) results for a structure of composition C23H50BF3I2N12O19PS5.

XYZ file:
```
116
Properties=species:S:1:pos:R:3:forces:R:3
C 3.3579 3.9619 3.4875 0.1 -1.3 0.8
C 2.9672 3.1422 2.1662 0.6 1.2 -0.6
B 1.5085 2.4229 2.2353 1.7 0.4 2.1
O 1.1495 2.0839 3.6081 -0.8 0.3 -2.6
C 0.5289 2.0205 0.9579 0.7 -0.9 -1.0
C -0.6688 3.0047 1.3517 -1.6 0.4 0.6
I 0.0446 4.9858 2.0954 2.5 0.4 -3.1
C -1.6754 2.5910 2.5374 -1.5 0.1 0.3
C -3.2115 2.5060 2.0156 0.5 0.1 -0.8
I -1.9072 4.1565 4.1191 -1.9 -2.0 1.9
C 1.2034 2.3184 -0.5232 1.8 2.2 -0.4
S 1.2680 4.0720 -1.1299 0.9 0.8 0.6
C 2.7106 1.8246 -0.7648 1.9 -0.9 0.6
C 3.7101 2.8035 -1.5302 1.3 -0.8 -0.5
N 0.4669 1.6027 -1.6970 -2.2 1.0 3.3
S -1.0597 2.5450 -2.0258 -2.6 1.4 -0.2
P 0.9358 1.6358 -3.3830 1.6 -1.0 -5.1
S 2.3606 0.6313 -4.1617 0.1 -0.1 0.6
C -0.0285 0.3163 -0.9381 -0.5 -2.3 -3.0
N 0.4478 -0.8689 -1.6683 1.7 0.6 0.6
N -1.4728 0.3807 -1.3628 -0.9 -4.8 0.0
C -1.8968 -0.6685 -1.9550 -0.4 -0.9 2.1
S -2.5087 -2.1754 -2.2976 1.3 4.2 0.4
C 0.2499 0.4129 0.6954 -3.7 1.5 -0.6
C -1.1329 -0.2565 1.1701 -0.8 -0.6 1.6
C -1.2495 -0.7751 2.6727 -1.2 -2.7 0.1
N -1.8135 -1.9393 2.9152 1.2 3.0 -0.5
S 1.4754 -0.8672 1.2330 3.7 -7.5 -5.3
O 0.9167 -2.2893 1.1885 -0.7 4.4 1.2
O 2.6760 -1.0458 0.3087 -2.4 2.9 2.5
C 2.3090 -0.8057 2.8811 3.6 -1.5 4.4
F 3.4683 0.0047 2.9304 -3.4 -1.0 -0.4
F 2.8859 -2.0998 3.0357 -1.7 2.6 -1.0
F 1.5403 -0.6683 4.0174 1.2 0.4 -2.6
H 2.4739 4.5179 3.9420 1.2 -0.5 -0.7
H 3.6801 3.1815 4.2683 -0.5 1.2 -1.0
H 4.2559 4.6464 3.3565 -1.3 -0.8 -0.1
H 3.0115 3.8931 1.2951 0.0 -1.3 1.0
H 3.8082 2.3712 2.0148 -1.3 1.0 0.1
H 0.8960 2.8881 4.1039 0.4 -0.5 0.0
H -1.3466 3.3547 0.5217 1.1 -0.7 0.6
H -1.3676 1.7328 3.1936 -0.2 0.9 -1.2
H -3.8487 1.8409 2.6808 0.9 0.9 -0.8
H -3.2620 2.1350 0.9273 0.2 0.3 1.6
H -3.6460 3.5639 1.9827 0.5 -1.6 0.1
H 0.1572 4.8060 -0.8008 0.3 -1.1 0.2
H 2.7774 0.8342 -1.3464 -0.6 1.5 0.7
H 3.2745 1.5111 0.1863 -1.3 0.8 -1.1
H 3.4161 3.0328 -2.6152 0.2 -0.1 1.7
H 4.0370 3.7216 -0.9498 -0.8 -1.0 -0.8
H 4.6783 2.1894 -1.6526 -1.5 0.7 0.2
H -0.8478 3.4305 -3.0693 1.0 -0.3 0.7
H -0.2466 1.2445 -4.1334 0.4 0.3 1.4
H 1.1480 2.9928 -3.8418 -0.5 -0.7 1.4
H 0.3511 -1.7605 -1.1667 -0.3 0.6 0.1
H 1.4475 -0.8414 -1.9138 -0.4 0.2 0.1
H -1.3156 -1.1937 0.5339 0.4 1.4 1.0
H -2.0569 0.3871 1.0280 1.5 -0.3 -0.2
H -0.9307 -0.2196 3.6065 -0.1 -0.3 -1.4
H -2.1192 -2.3893 2.0414 0.3 0.1 0.2
C 6.4518 -1.5068 -3.8601 0.2 -0.2 -0.2
N 5.2092 -0.7020 -3.9893 -0.1 0.1 -0.1
O 4.6703 -0.6761 -5.0866 0.3 0.0 0.7
O 4.8205 -0.1259 -2.9839 0.5 -0.4 -0.5
H 6.6779 -1.9592 -4.8232 -0.1 0.1 0.1
H 7.2496 -0.8320 -3.5538 -0.1 -0.1 0.1
H 6.2706 -2.2721 -3.1069 0.0 0.2 0.0
C -6.7054 0.9541 -0.5588 -0.3 0.0 0.2
N -5.2221 0.9917 -0.4840 -0.2 0.0 0.0
O -4.6722 0.1620 0.2227 0.1 0.3 -0.3
O -4.6570 1.8522 -1.1369 0.1 -0.3 0.3
H -7.0674 0.1446 0.0675 0.2 0.1 -0.1
H -7.0765 1.9140 -0.2017 0.1 0.0 -0.2
H -6.9773 0.7873 -1.5995 0.0 0.1 0.1
C -7.5937 -3.7389 -0.1083 0.0 -0.3 0.1
N -7.7562 -2.7839 -1.2351 0.0 -0.2 -0.3
O -7.7203 -3.2363 -2.3621 0.0 0.4 0.4
O -7.9147 -1.6091 -0.9440 0.0 -0.5 -0.2
H -7.4626 -4.7397 -0.5137 0.0 0.2 0.0
H -6.7146 -3.4330 0.4572 -0.2 0.1 0.0
H -8.4944 -3.6841 0.5011 0.1 0.1 0.0
C 2.0377 -3.5371 5.5300 -0.2 0.2 -0.2
N 1.9005 -4.4574 6.6885 0.0 -0.1 0.1
O 0.8045 -4.5340 7.2179 0.3 0.0 -0.1
O 2.8958 -5.0691 7.0249 -0.4 0.2 -0.1
H 1.0766 -3.0621 5.3439 0.1 -0.1 0.1
H 2.7915 -2.7948 5.7876 0.0 -0.2 0.0
H 2.3460 -4.1321 4.6722 0.1 0.1 0.1
C 0.7111 -1.1717 -7.8107 0.1 -0.2 -0.3
N 0.0053 0.0026 -7.2370 0.0 0.0 -0.1
O -0.3849 0.8600 -8.0116 0.1 0.0 0.4
O -0.1320 0.0232 -6.0287 -0.2 0.1 -0.4
H 0.7609 -1.0566 -8.8911 -0.1 0.1 0.2
H 1.7105 -1.1969 -7.3779 -0.2 0.0 0.1
H 0.1417 -2.0605 -7.5423 0.1 0.1 0.1
C 0.8435 -4.9381 -2.8886 0.1 -0.3 0.1
N 0.6476 -3.9737 -4.0026 0.0 0.0 -0.3
O 0.6633 -4.4164 -5.1361 0.0 0.3 0.3
O 0.4847 -2.8045 -3.6979 0.1 -0.4 -0.1
H 0.9751 -5.9338 -3.3061 0.0 0.2 0.0
H 1.7318 -4.6294 -2.3392 -0.2 0.1 0.0
H -0.0444 -4.8976 -2.2592 0.1 0.1 0.0
C -0.4244 4.2041 -6.9172 0.2 0.0 -0.3
N -0.4723 4.4041 -5.4454 0.1 0.2 -0.4
O 0.5850 4.6036 -4.8670 -0.5 0.0 0.1
O -1.5685 4.3534 -4.9150 0.5 -0.1 0.2
H 0.6099 4.2752 -7.2464 -0.1 0.0 0.2
H -0.8297 3.2143 -7.1278 -0.1 0.1 0.0
H -1.0301 4.9853 -7.3743 -0.1 -0.1 0.1
C -0.2779 -4.1806 10.0813 0.2 0.0 -0.2
N -0.3341 -3.9639 11.5506 0.1 0.0 0.2
O 0.7170 -3.7450 12.1253 -0.4 0.0 -0.1
O -1.4324 -4.0214 12.0736 0.4 0.0 -0.1
H 0.7555 -4.1016 9.7541 -0.1 0.0 0.1
H -0.6703 -5.1760 9.8808 -0.1 0.2 0.0
H -0.8908 -3.4125 9.6125 -0.1 -0.2 0.1
```
Positions in Å, forces in eV/Å.

Calculated values
* gap between HOMO and LUMO: 6.3 eV
* LUMO energy: -0.1419 Eh
* electronic energy: -6243.718656 a.u.
* multiplicity: 1
* highest occupied orbital energy: -10.124 eV
* total charge: +1

Löwdin population analysis, charges in e, atoms 1 to 4: -0.12, -0.20, -0.57, 0.01

2.
DFT (ωB97M-V/def2-TZVPD) results for a cluster of 5 separate species, C23H50BO9S5 in total.

XYZ file:
```
88
Properties=species:S:1:pos:R:3:forces:R:3
C -2.3740 -1.4911 2.3256 -0.1 -0.1 0.5
B -1.7249 -2.8960 2.2644 -0.1 0.4 -0.2
O -1.5129 -3.6404 1.1943 0.1 0.0 0.1
S -1.1412 -3.6591 3.9377 -0.3 0.0 0.6
C -1.6485 -5.3795 3.8533 0.1 0.0 -0.3
C 0.6678 -3.7247 3.8647 0.5 0.1 -0.2
C 1.2699 -2.6248 4.7238 -0.4 0.0 -0.2
C 1.2849 -1.2752 4.0013 0.2 0.4 0.2
C 2.6517 -1.0435 3.3670 -0.4 -0.1 -0.3
C 0.8809 -0.1009 4.9109 0.0 -0.2 -0.4
H -1.6596 -0.7055 2.0810 0.1 0.1 -0.2
H -3.2170 -1.4089 1.6450 0.0 -0.1 -0.3
H -2.7414 -1.2718 3.3249 0.0 0.1 0.2
H -1.7543 -3.1303 0.3985 0.0 -0.3 -0.4
H -2.7194 -5.3871 3.6959 -0.2 0.0 0.1
H -1.1606 -5.8871 3.0315 0.1 -0.1 -0.1
H -1.4019 -5.8325 4.8033 0.0 -0.1 0.2
H 0.9864 -3.5910 2.8352 -0.1 -0.2 -0.2
H 0.9656 -4.7173 4.1839 -0.2 -0.2 0.1
H 0.7239 -2.5557 5.6606 0.0 -0.1 0.2
H 2.2885 -2.9227 4.9519 0.2 0.0 0.2
H 0.5701 -1.2948 3.1749 -0.2 -0.1 -0.1
H 2.6652 -0.0736 2.8895 0.1 0.3 -0.1
H 3.4335 -1.0878 4.1182 0.2 0.0 0.1
H 2.8367 -1.7788 2.5839 0.2 -0.2 0.0
H -0.1591 0.1627 4.7374 -0.2 0.0 0.2
H 1.0023 -0.3432 5.9603 0.1 0.1 0.2
H 1.4662 0.7760 4.6588 0.1 0.2 0.1
C -1.5950 -4.7856 -4.3487 0.0 -0.1 0.1
C -1.8789 -5.9739 -3.4167 0.0 0.1 0.0
C -1.7231 -5.4718 -1.9735 0.0 -0.2 -0.2
S -2.1249 -3.7209 -2.0256 -0.1 -0.2 -0.3
O -0.9480 -2.9638 -1.6576 -0.1 0.1 0.3
O -3.3519 -3.4757 -1.3013 0.1 0.1 0.2
C -2.3882 -3.6087 -3.7857 0.1 -0.1 -0.2
H -1.8839 -4.9979 -5.3755 0.0 0.0 0.0
H -0.5288 -4.5517 -4.3417 0.0 0.0 0.0
H -2.8982 -6.3284 -3.5756 0.0 0.0 0.0
H -1.2082 -6.8081 -3.6108 0.0 0.0 0.0
H -2.4005 -5.9595 -1.2775 0.0 0.1 0.1
H -0.6983 -5.5574 -1.6178 0.0 0.1 0.0
H -2.0527 -2.6340 -4.1317 0.0 0.0 0.1
H -3.4579 -3.7213 -3.9590 0.0 0.0 0.0
C 3.3233 0.9843 -0.6412 -0.1 -0.1 0.0
C 1.9074 1.0970 -1.2273 0.1 0.1 0.1
C 1.0611 1.9085 -0.2351 0.1 -0.3 -0.3
S 2.2077 2.9917 0.6189 0.0 0.0 0.0
O 2.2378 2.6242 2.0178 0.0 0.0 0.0
O 1.9798 4.3632 0.2349 0.0 0.0 0.1
C 3.6939 2.3840 -0.1677 0.1 -0.3 0.0
H 4.0376 0.6131 -1.3740 0.0 0.0 0.0
H 3.3213 0.2980 0.2106 0.0 0.0 0.0
H 1.9475 1.6132 -2.1855 0.0 0.0 0.0
H 1.4673 0.1167 -1.4063 0.0 0.0 0.0
H 0.3071 2.5168 -0.7220 -0.1 0.1 0.1
H 0.5881 1.2848 0.5177 0.0 0.1 0.1
H 4.5176 2.4042 0.5420 -0.1 0.1 0.1
H 3.9066 3.0373 -1.0069 0.1 0.0 0.0
C 3.3853 5.1137 -5.6535 0.0 0.0 0.1
C 3.5868 5.6382 -4.2264 0.0 0.0 0.0
C 3.2948 4.4786 -3.2662 0.0 0.2 -0.1
S 3.6867 2.9679 -4.1742 0.1 0.5 -0.1
O 2.4691 2.2196 -4.3745 0.0 -0.1 0.1
O 4.8514 2.3379 -3.6018 -0.1 -0.2 0.1
C 4.1149 3.7762 -5.7129 0.0 0.1 -0.2
H 3.7709 5.8070 -6.3984 0.0 0.0 0.0
H 2.3218 4.9656 -5.8509 0.0 0.0 0.0
H 4.6189 5.9693 -4.1012 0.0 0.0 0.0
H 2.9422 6.4882 -4.0125 0.0 0.0 0.0
H 3.9066 4.5232 -2.3717 0.0 0.0 0.0
H 2.2424 4.4319 -2.9923 0.0 -0.1 0.0
H 3.8079 3.1401 -6.5394 0.0 -0.1 0.1
H 5.1963 3.9075 -5.7195 0.0 0.0 0.0
C -4.8348 3.9032 1.8415 0.0 -0.1 0.0
C -4.9758 2.4446 2.3007 0.1 0.1 0.0
C -4.3818 1.5632 1.1933 -0.3 0.0 0.3
S -3.1274 2.5602 0.3789 -0.1 0.1 0.3
O -3.5369 2.7985 -0.9786 0.2 -0.1 -0.1
O -1.8242 2.0119 0.6785 0.0 -0.1 -0.1
C -3.4014 4.0464 1.3355 -0.1 0.1 0.1
H -5.0383 4.6038 2.6487 0.0 0.0 0.0
H -5.5374 4.1094 1.0323 0.0 0.0 0.0
H -4.4172 2.3025 3.2281 0.0 0.0 0.0
H -6.0121 2.1775 2.4984 0.0 0.0 0.0
H -3.9032 0.6715 1.5842 0.0 0.0 -0.1
H -5.1281 1.2929 0.4491 0.1 0.0 -0.1
H -3.2391 4.9097 0.6951 0.1 0.0 -0.1
H -2.6825 4.0461 2.1543 0.0 0.0 0.0
```
Positions in Å, forces in eV/Å.

Calculated values
* gap between HOMO and LUMO: 8.6 eV
* LUMO energy: -0.1109 Eh
* electronic energy: -3599.115990 a.u.
* multiplicity: 1
* highest occupied orbital energy: -11.632 eV
* total charge: +1

Löwdin population analysis, charges in e, atoms 1 to 4: -0.01, -0.65, 0.16, 1.17